# C11H15Cl12IO2

5 unconnected molecules or ions with the total composition C11H15Cl12IO2 in a non-equilibrium geometry (wB97M-V/def2-TZVPD, the Open Molecules 2025 dataset).

```
! RIJCOSX wB97M-V def2-TZVPD def2/J DEFGRID3
* xyz 0 1
O -3.6020 3.2480 4.4957
C -3.2552 2.6537 3.3231
C -2.6753 3.4394 1.9653
C -2.8900 2.1584 0.9112
C -2.3412 0.9944 1.9346
C -2.0524 -0.5197 1.3772
C -0.4316 -0.8726 1.5821
C 0.5662 0.1756 0.8104
I 1.9085 -0.7294 -0.6610
O -3.2897 1.1727 3.0807
H -3.3644 4.3329 1.5910
H -1.5057 3.6604 2.0553
H -4.0795 2.0984 0.8558
H -2.3744 2.2760 -0.1545
H -1.3485 1.4476 2.3900
H -2.2996 -0.5914 0.2137
H -2.7257 -1.3446 1.9143
H -0.1974 -1.9959 1.2795
H -0.2495 -0.7417 2.7545
H 1.2434 0.6723 1.6487
H -0.0356 1.0650 0.3042
Cl 0.7412 3.2398 1.8751
C 2.4413 3.7226 2.0016
Cl 3.5052 2.3687 1.5836
Cl 2.7711 5.1175 0.9599
H 2.6414 4.0109 3.0367
Cl -0.9013 -2.5750 -1.9508
C -0.2185 -3.9686 -2.8059
Cl 1.5511 -3.8818 -2.8233
Cl -0.7599 -5.4821 -2.0604
H -0.5746 -3.9470 -3.8391
Cl 6.7667 -3.8472 -0.7318
C 5.1793 -4.6339 -0.7626
Cl 4.2131 -4.1403 0.6382
Cl 4.3274 -4.2571 -2.2698
H 5.3299 -5.7154 -0.7132
Cl -0.4970 -1.4230 -4.8135
C -0.2970 0.2927 -5.2083
Cl -1.5052 0.8017 -6.4002
Cl -0.4104 1.2852 -3.7448
H 0.6959 0.4326 -5.6431
*
```

As for the HOMO-LUMO gap: 9.559 eV. The HOMO energy is -9.24 eV. The calculation puts the maximum force at 0.18533 hartree/bohr. As for the SMILES: O=C1CC[C@H](CCCI)O1.ClC(Cl)Cl.ClC(Cl)Cl.ClC(Cl)Cl.ClC(Cl)Cl. The total energy is -6398.41523 hartree.